[1]
7 unconnected molecules or ions with the total composition H14O7. Source: the OMol25 dataset; level of theory: ωB97M-V/def2-TZVPD.

Output
- frontier orbital gap (alpha / beta) (eV) = 2.470 / 10.955
- spin multiplicity = 2
- max |F| (eV Å⁻¹) = 1.1
- charge = -1

```
21
H14O7, DFT ωB97M-V/def2-TZVPD
O 1.790 -2.570 1.052
H 2.559 -3.063 0.766
H 1.063 -3.186 0.962
O 1.346 1.771 2.130
H 1.425 2.725 2.137
H 1.426 1.531 1.207
O 0.261 0.144 -0.522
H 0.606 -0.747 -0.459
H -0.653 0.029 -0.782
O -1.748 1.436 -2.618
H -1.135 0.726 -2.806
H -2.451 1.322 -3.257
O 0.553 -0.835 2.886
H 0.946 -1.217 2.101
H 0.427 -1.577 3.477
O -2.006 -1.580 -0.976
H -2.579 -0.895 -1.321
H -2.185 -1.591 -0.036
O 0.185 2.857 -1.118
H 0.811 2.168 -1.339
H -0.645 2.553 -1.485
```

[2]
7 unconnected molecules or ions with the total composition H14O7. Source: the OMol25 dataset; level of theory: ωB97M-V/def2-TZVPD.

Output
- frontier orbital gap (eV) = 10.352
- SMILES = O.O.O.O.O.O.O
- max |F| (eV Å⁻¹) = 1.9
- charge = 0

```
21
H14O7, DFT ωB97M-V/def2-TZVPD
O 0.880 -0.871 0.432
H 1.048 0.074 0.514
H -0.076 -0.948 0.526
O -2.780 1.573 1.298
H -3.449 2.257 1.188
H -2.560 1.608 2.236
O -4.181 -0.320 -0.225
H -4.329 -0.681 0.657
H -4.451 0.602 -0.149
O 1.356 3.880 -1.510
H 2.164 3.734 -2.015
H 0.913 4.597 -1.976
O 3.974 0.231 1.572
H 4.924 0.103 1.665
H 3.590 -0.519 2.041
O 1.534 -2.582 -1.072
H 1.391 -2.154 -1.923
H 2.491 -2.580 -0.965
O -0.954 -2.482 -0.446
H -1.075 -2.246 -1.373
H -0.408 -3.275 -0.475
```

[3]
7 unconnected molecules or ions with the total composition H14O7. Source: the OMol25 dataset; level of theory: ωB97M-V/def2-TZVPD.

Output
- frontier orbital gap (eV) = 11.295
- SMILES = O.O.O.O.O.O.O
- max |F| (eV Å⁻¹) = 2.1
- charge = 0

```
21
H14O7, DFT ωB97M-V/def2-TZVPD
O 1.024 2.306 -1.120
H 1.479 2.982 -0.565
H 1.529 1.546 -0.906
O 0.573 -2.395 -0.657
H -0.391 -2.350 -0.579
H 0.643 -2.054 -1.519
O 2.859 0.083 -0.010
H 2.639 -0.020 0.913
H 2.099 -0.315 -0.491
O -3.170 0.105 0.345
H -2.571 0.759 0.790
H -3.546 0.691 -0.299
O -0.845 1.144 1.150
H -0.382 1.664 0.415
H -0.255 0.343 1.244
O 1.022 -0.785 1.562
H 0.414 -0.902 2.321
H 0.954 -1.652 1.115
O -1.327 -0.710 -1.366
H -1.846 -0.463 -0.571
H -0.901 0.023 -1.772
```

[4]
7 unconnected molecules or ions with the total composition H14O7. Source: the OMol25 dataset; level of theory: ωB97M-V/def2-TZVPD.

Output
- frontier orbital gap (eV) = 10.673
- SMILES = O.O.O.O.O.O.O
- max |F| (eV Å⁻¹) = 5.3
- charge = 0

```
21
H14O7, DFT ωB97M-V/def2-TZVPD
O -1.382 -0.322 -0.233
H -0.373 -0.379 -0.098
H -1.713 -0.961 -0.838
O -2.938 -3.519 1.046
H -2.661 -3.146 0.207
H -3.211 -4.444 0.869
O 1.969 1.710 -1.323
H 1.958 2.274 -2.006
H 1.258 1.086 -1.447
O 1.850 -2.773 -2.140
H 1.390 -3.097 -1.338
H 1.785 -3.514 -2.718
O 3.143 2.380 2.041
H 3.829 2.674 1.539
H 2.745 1.551 1.741
O -3.497 -0.754 0.932
H -3.194 -0.174 0.185
H -3.864 -0.243 1.570
O 0.670 3.879 0.360
H 0.612 3.531 1.231
H 1.622 4.241 0.420
```

[5]
7 unconnected molecules or ions with the total composition H14O7. Source: the OMol25 dataset; level of theory: ωB97M-V/def2-TZVPD.

Output
- frontier orbital gap (eV) = 10.775
- SMILES = O.O.O.O.O.O.O
- max |F| (eV Å⁻¹) = 1.1
- charge = 0

```
21
H14O7, DFT ωB97M-V/def2-TZVPD
O 1.310 1.742 2.985
H 0.685 2.075 3.630
H 0.852 1.017 2.560
O -0.021 -0.159 0.777
H 0.873 0.007 0.478
H -0.212 -1.049 0.482
O -0.699 -2.437 -0.998
H -1.183 -2.656 -1.794
H -1.074 -3.004 -0.325
O -1.480 1.523 -1.993
H -0.669 1.023 -1.898
H -1.410 2.218 -1.339
O -2.856 0.763 1.169
H -2.032 1.083 1.538
H -2.604 0.346 0.345
O 0.578 -0.427 -2.098
H -0.031 -0.904 -1.533
H 1.376 -0.955 -2.089
O 2.537 -0.252 0.139
H 3.430 -0.594 0.165
H 2.630 0.638 -0.200
```

[6]
7 unconnected molecules or ions with the total composition H14O7. Source: the OMol25 dataset; level of theory: ωB97M-V/def2-TZVPD.

Output
- frontier orbital gap (eV) = 9.579
- SMILES = O.O.O.O.O.O.O
- max |F| (eV Å⁻¹) = 2.8
- charge = 0

```
21
H14O7, DFT ωB97M-V/def2-TZVPD
O 0.503 -0.584 2.939
H 0.752 0.302 2.683
H -0.424 -0.602 3.065
O -0.649 0.218 -2.948
H -0.359 -0.482 -2.411
H -0.107 0.971 -2.881
O -3.097 0.472 -1.722
H -2.329 0.480 -2.245
H -2.721 0.343 -0.872
O -1.923 0.603 0.741
H -2.210 0.427 1.636
H -1.393 1.408 0.708
O 2.007 0.878 -1.288
H 1.285 0.263 -1.117
H 2.265 1.352 -0.442
O 2.588 -1.006 1.028
H 2.027 -1.120 1.772
H 3.470 -1.033 1.408
O 0.009 -1.047 -0.412
H -0.547 -0.628 0.265
H 0.846 -1.213 0.083
```

[7]
7 unconnected molecules or ions with the total composition H14O7. Source: the OMol25 dataset; level of theory: ωB97M-V/def2-TZVPD.

Output
- frontier orbital gap (eV) = 9.887
- SMILES = O.O.O.O.O.O.O
- max |F| (eV Å⁻¹) = 0.4
- charge = 0

```
21
H14O7, DFT ωB97M-V/def2-TZVPD
O -2.743 5.462 -0.297
H -2.335 4.870 -0.935
H -2.032 5.672 0.333
O -0.834 7.018 1.196
H -0.604 7.927 0.971
H -0.622 6.938 2.127
O 1.083 1.350 2.105
H 0.731 0.612 2.617
H 1.829 1.673 2.622
O -4.066 1.657 1.426
H -3.117 1.787 1.528
H -4.153 0.783 1.030
O 1.370 5.298 2.774
H 0.990 6.156 2.977
H 2.219 5.298 3.231
O -0.872 3.616 1.767
H -0.172 4.234 2.021
H -0.421 2.770 1.623
O -2.833 4.492 3.601
H -2.246 3.972 3.020
H -2.311 4.653 4.393
```

[8]
7 unconnected molecules or ions with the total composition H14O7. Source: the OMol25 dataset; level of theory: ωB97M-V/def2-TZVPD.

Output
- frontier orbital gap (eV) = 11.376
- SMILES = O.O.O.O.O.O.O
- max |F| (eV Å⁻¹) = 0.2
- charge = 0

```
21
H14O7, DFT ωB97M-V/def2-TZVPD
O -0.411 -0.820 0.131
H -0.729 -0.547 -0.737
H -0.130 0.003 0.547
O -0.311 1.757 2.441
H 0.099 0.897 2.585
H 0.265 2.373 2.907
O -2.853 2.825 -0.216
H -2.283 2.466 -0.906
H -2.432 3.658 0.025
O 2.149 -2.431 2.119
H 2.485 -3.004 2.818
H 2.074 -1.567 2.540
O 4.365 -0.855 -2.063
H 4.904 -1.449 -1.529
H 3.464 -1.169 -1.925
O 1.176 1.953 -1.609
H 1.842 1.258 -1.662
H 1.691 2.768 -1.578
O -5.314 -2.860 -0.988
H -5.076 -3.293 -1.815
H -4.974 -1.964 -1.085
```

[9]
7 unconnected molecules or ions with the total composition H14O7. Source: the OMol25 dataset; level of theory: ωB97M-V/def2-TZVPD.

Output
- frontier orbital gap (eV) = 11.390
- SMILES = O.O.O.O.O.O.O
- max |F| (eV Å⁻¹) = 1.3
- charge = 0

```
21
H14O7, DFT ωB97M-V/def2-TZVPD
O 8.798 4.307 7.911
H 7.816 4.190 7.804
H 9.101 3.487 8.294
O 4.033 3.227 8.297
H 3.090 3.431 8.444
H 3.991 2.492 7.698
O 6.394 3.609 9.189
H 5.571 3.118 9.357
H 6.913 3.761 9.997
O 6.241 4.355 6.370
H 6.414 4.303 5.415
H 6.004 3.449 6.595
O 3.798 3.094 5.506
H 4.254 3.154 4.662
H 4.258 3.683 6.130
O 6.420 3.678 3.336
H 6.414 2.719 3.276
H 7.253 4.021 2.952
O 8.659 4.471 4.971
H 9.511 4.543 4.530
H 8.889 4.510 5.910
```

[10]
7 unconnected molecules or ions with the total composition H14O7. Source: the OMol25 dataset; level of theory: ωB97M-V/def2-TZVPD.

Output
- frontier orbital gap (eV) = 10.555
- SMILES = O.O.O.O.O.O.O
- max |F| (eV Å⁻¹) = 0.4
- charge = 0

```
21
H14O7, DFT ωB97M-V/def2-TZVPD
O -15.573 -8.448 10.931
H -15.623 -8.675 11.868
H -15.770 -9.276 10.478
O -11.330 -6.807 13.909
H -11.482 -6.591 14.838
H -10.553 -7.379 13.916
O -14.100 -9.924 15.502
H -13.159 -9.775 15.627
H -14.421 -9.141 15.033
O -13.124 -8.387 9.307
H -13.773 -7.941 9.866
H -12.710 -7.682 8.800
O -14.178 -7.509 13.616
H -13.248 -7.293 13.793
H -14.273 -7.380 12.662
O -11.797 -6.068 11.068
H -11.423 -6.641 11.745
H -12.256 -5.384 11.566
O -16.403 -6.342 15.153
H -16.047 -5.593 15.638
H -15.667 -6.676 14.618
```

[11]
7 unconnected molecules or ions with the total composition H14O7. Source: the OMol25 dataset; level of theory: ωB97M-V/def2-TZVPD.

Output
- frontier orbital gap (eV) = 10.383
- SMILES = O.O.O.O.O.O.O
- max |F| (eV Å⁻¹) = 1.7
- charge = 0

```
21
H14O7, DFT ωB97M-V/def2-TZVPD
O -0.050 0.965 -0.357
H -0.537 0.235 -0.756
H 0.687 1.112 -0.961
O -2.319 -1.760 -2.524
H -3.238 -2.051 -2.528
H -1.933 -2.214 -1.766
O -0.885 -2.429 2.735
H -0.808 -2.226 1.795
H -1.562 -1.820 3.051
O 2.302 -1.935 -3.296
H 3.133 -1.862 -2.814
H 2.321 -1.193 -3.910
O 3.406 2.805 2.052
H 3.711 2.545 2.929
H 3.692 2.084 1.481
O 0.369 3.183 0.084
H 0.396 3.021 1.033
H 1.285 3.080 -0.198
O -3.703 -0.622 1.333
H -3.342 0.244 1.112
H -2.924 -1.163 1.506
```

[12]
7 unconnected molecules or ions with the total composition H14O7. Source: the OMol25 dataset; level of theory: ωB97M-V/def2-TZVPD.

Output
- frontier orbital gap (eV) = 11.289
- SMILES = O.O.O.O.O.O.O
- max |F| (eV Å⁻¹) = 2.0
- charge = 0

```
21
H14O7, DFT ωB97M-V/def2-TZVPD
O -20.066 14.928 -6.978
H -20.666 14.194 -6.843
H -19.650 14.774 -7.835
O -17.183 18.802 -6.383
H -16.310 18.348 -6.452
H -17.140 19.455 -5.686
O -15.001 17.316 -6.075
H -14.400 18.036 -5.864
H -15.278 16.880 -5.226
O -16.867 14.737 -5.917
H -16.972 15.542 -5.389
H -17.692 14.748 -6.379
O -18.986 16.315 -2.344
H -18.387 15.533 -2.390
H -19.276 16.568 -3.207
O -18.592 16.818 -5.271
H -19.396 16.630 -5.754
H -18.050 17.480 -5.756
O -16.931 18.822 -3.301
H -17.864 18.729 -3.285
H -16.647 17.916 -3.528
```

[13]
7 unconnected molecules or ions with the total composition H14O7. Source: the OMol25 dataset; level of theory: ωB97M-V/def2-TZVPD.

Output
- frontier orbital gap (eV) = 11.556
- SMILES = O.O.O.O.O.O.O
- max |F| (eV Å⁻¹) = 1.2
- charge = 0

```
21
H14O7, DFT ωB97M-V/def2-TZVPD
O 5.614 4.904 9.306
H 6.336 4.919 9.944
H 6.116 4.846 8.466
O 3.612 4.564 3.789
H 3.143 5.392 3.601
H 3.512 4.380 4.733
O 7.300 2.772 5.303
H 7.267 3.582 4.748
H 8.041 2.186 5.098
O 3.456 2.827 9.418
H 3.133 3.717 9.331
H 4.384 3.043 9.652
O 4.406 3.593 6.511
H 5.364 3.527 6.339
H 4.185 3.377 7.429
O 7.597 4.911 7.587
H 7.597 4.201 6.948
H 8.283 4.770 8.237
O 6.624 4.898 3.853
H 6.846 4.856 2.931
H 5.684 5.144 3.799
```

[14]
7 unconnected molecules or ions with the total composition H14O7. Source: the OMol25 dataset; level of theory: ωB97M-V/def2-TZVPD.

Output
- frontier orbital gap (eV) = 10.167
- SMILES = O.O.O.O.O.O.O
- max |F| (eV Å⁻¹) = 2.9
- charge = 0

```
21
H14O7, DFT ωB97M-V/def2-TZVPD
O 9.547 2.068 -18.297
H 9.971 2.614 -18.961
H 10.115 2.035 -17.513
O 5.732 3.855 -19.882
H 5.475 3.846 -18.944
H 5.536 4.768 -20.166
O 7.662 2.355 -20.731
H 8.365 2.278 -20.063
H 6.949 3.032 -20.554
O 6.067 0.287 -21.388
H 6.798 0.964 -21.346
H 5.877 0.202 -20.469
O 8.248 5.863 -19.137
H 7.986 4.954 -19.309
H 7.815 6.297 -19.830
O 8.957 -0.723 -18.232
H 8.640 -1.216 -19.045
H 8.945 0.175 -18.500
O 6.971 2.527 -17.038
H 6.806 3.345 -16.667
H 7.866 2.503 -17.348
```

[15]
7 unconnected molecules or ions with the total composition H14O7. Source: the OMol25 dataset; level of theory: ωB97M-V/def2-TZVPD.

Output
- frontier orbital gap (alpha / beta) (eV) = 11.660 / 2.508
- spin multiplicity = 2
- max |F| (eV Å⁻¹) = 0.8
- charge = +1

```
21
H14O7, DFT ωB97M-V/def2-TZVPD
O 1.508 -0.600 -3.101
H 2.033 -1.329 -2.771
H 1.470 -0.739 -4.047
O 0.943 2.203 0.518
H 0.644 2.630 -0.284
H 1.873 2.424 0.576
O -2.126 0.909 -0.903
H -2.857 1.089 -1.494
H -1.479 1.584 -1.108
O -0.870 -2.486 2.063
H -1.242 -3.325 1.790
H -0.764 -1.995 1.248
O 0.309 -3.268 -0.606
H 0.210 -2.335 -0.417
H -0.394 -3.689 -0.111
O -0.055 3.193 2.929
H 0.610 3.857 3.108
H 0.401 2.530 2.410
O -0.043 -0.597 0.156
H 0.072 -0.187 -0.701
H -0.245 0.130 0.745
```

[16]
A molecular structure, H15LiO8. Source: the OMol25 dataset; level of theory: ωB97M-V/def2-TZVPD.

Output
- frontier orbital gap (eV) = 9.816
- max |F| (eV Å⁻¹) = 4.6
- charge = 0

```
24
H15LiO8, DFT ωB97M-V/def2-TZVPD
Li -0.503 -0.638 0.350
O 0.671 0.766 -0.011
H 1.576 1.061 0.079
O -2.470 -0.036 -0.355
H -3.373 -0.236 -0.342
H -2.301 0.900 -0.572
O 1.124 0.281 -2.807
H 0.914 -0.679 -2.667
H 0.985 0.361 -1.907
O -0.174 -1.997 -1.321
H -0.958 -2.082 -1.747
H 0.154 -2.877 -1.286
O -1.135 2.512 -0.967
H -1.214 2.480 -1.890
H -0.219 2.043 -0.835
O -1.065 -1.628 2.427
H -0.396 -1.487 3.130
H -1.869 -1.331 2.827
O 2.707 -0.964 0.243
H 2.100 -0.149 -0.019
H 3.398 -0.578 0.937
O 0.291 1.564 2.349
H 1.102 1.330 2.864
H 0.653 1.383 1.518
```

[17]
7 unconnected molecules or ions with the total composition H15NO6. Source: the OMol25 dataset; level of theory: ωB97M-V/def2-TZVPD.

Output
- frontier orbital gap (eV) = 10.030
- SMILES = N.O.O.O.O.O.O
- max |F| (eV Å⁻¹) = 3.4
- charge = 0

```
22
H15NO6, DFT ωB97M-V/def2-TZVPD
N 1.807 2.481 2.594
H 0.915 2.812 2.159
H 1.618 2.395 3.553
H 2.118 1.684 2.127
O -0.880 0.368 -3.685
H -0.302 -0.194 -4.134
H -1.157 -0.060 -2.879
O -7.311 -0.524 -0.330
H -6.919 0.298 -0.022
H -7.104 -1.090 0.385
O 3.018 -3.941 0.685
H 2.163 -4.312 0.716
H 3.246 -3.378 1.414
O 2.418 0.401 -0.024
H 2.300 -0.413 0.569
H 3.343 0.377 -0.154
O -0.067 -0.920 0.401
H -0.911 -0.901 -0.133
H 0.482 -0.303 -0.166
O 0.005 1.757 -0.986
H 0.684 1.858 -0.346
H 0.535 1.603 -1.746
```

[18]
A molecular structure, H15NaO8. Source: the OMol25 dataset; level of theory: ωB97M-V/def2-TZVPD.

Output
- frontier orbital gap (eV) = 7.138
- max |F| (eV Å⁻¹) = 2.1
- charge = 0

```
24
H15NaO8, DFT ωB97M-V/def2-TZVPD
Na 0.305 0.359 0.109
O 2.340 1.601 -0.539
H 1.833 2.426 -0.666
O -1.503 0.977 1.924
H -1.767 0.333 2.581
H -2.279 1.093 1.376
O 0.646 -1.556 1.916
H -0.220 -1.506 2.319
H 0.720 -2.463 1.619
O -0.907 1.514 -1.855
H -1.660 2.085 -2.009
H -0.765 1.072 -2.692
O -3.457 0.082 -0.276
H -2.563 -0.167 -0.508
H -3.890 0.231 -1.117
O 3.264 0.580 1.662
H 2.946 1.055 0.895
H 4.067 0.151 1.364
O -1.340 -1.484 -0.902
H -1.533 -1.573 -1.836
H -1.345 -2.382 -0.570
O 2.030 -0.967 -1.044
H 2.269 -0.040 -1.022
H 2.809 -1.423 -0.728
```

[19]
8 unconnected molecules or ions with the total composition H15O8. Source: the OMol25 dataset; level of theory: ωB97M-V/def2-TZVPD.

Output
- frontier orbital gap (eV) = 8.867
- max |F| (eV Å⁻¹) = 2.3
- charge = -1

```
23
H15O8, DFT ωB97M-V/def2-TZVPD
O 2.176 0.021 -1.914
H 2.554 0.482 -1.130
O -0.109 -2.373 -0.500
H -0.956 -1.999 -0.789
H 0.479 -1.714 -0.892
O 2.676 1.034 0.753
H 1.689 0.881 0.848
H 3.177 0.344 1.183
O -0.660 1.593 -1.409
H 2.603 -0.838 -1.846
H -0.265 1.570 -0.492
O 0.027 0.659 1.037
H -1.864 0.704 1.246
H -0.364 -0.074 0.557
O -2.315 -0.706 -1.115
H -1.848 0.153 -1.084
H 0.079 1.257 -1.938
O -2.733 1.148 1.255
H -2.630 1.791 0.549
H -2.824 -0.620 -0.300
O 0.913 -1.233 2.093
H 0.660 -0.289 2.080
H 0.391 -1.466 1.300
```

[20]
A molecular structure, H16IO8. Source: the OMol25 dataset; level of theory: ωB97M-V/def2-TZVPD.

Output
- frontier orbital gap (eV) = 8.599
- max |F| (eV Å⁻¹) = 10.7
- charge = -1

```
25
H16IO8, DFT ωB97M-V/def2-TZVPD
I -0.397 0.085 -0.178
O 3.037 0.868 0.895
H 3.235 1.416 1.643
H 2.103 0.742 1.114
O 1.885 -1.774 -1.615
H 1.075 -1.251 -1.570
H 2.557 -1.192 -2.298
O -1.038 -1.425 -2.812
H -0.991 -1.248 -1.776
H -1.385 -2.316 -2.796
O -0.415 0.925 3.302
H -0.392 0.320 2.596
H -0.992 1.825 3.153
O -2.559 2.721 -0.997
H -3.108 2.155 -1.600
H -2.316 2.373 -0.049
O 1.108 -2.050 2.136
H 0.637 -1.582 1.361
H 1.963 -2.416 1.686
O 1.454 3.142 -0.385
H 2.280 3.226 0.071
H 1.168 2.269 -0.325
O -3.305 -2.191 -0.580
H -2.805 -1.513 -0.426
H -2.798 -3.110 -0.549
```